#w
# Cl5HSSi2

A cluster of 2 separate species, Cl5HSSi2 in total (wB97M-V/def2-TZVPD, the OMol25 dataset).

charge: 0
Kohn-Sham gap: 8.2 eV
structure (SMILES): S=[Si](Cl)[Si](Cl)(Cl)Cl.Cl

```
9
Cl5HSSi2 | the OMol25 dataset | wB97M-V/def2-TZVPD
Cl -3.13 -1.31 2.55
Cl -4.73 1.12 -1.58
Cl -5.00 -2.40 -0.18
Cl -2.10 -1.59 -0.73
Cl 0.51 0.82 0.02
S -4.24 2.79 1.52
Si -4.21 1.13 0.37
Si -3.49 -1.07 0.57
H 0.99 1.91 0.45
```

***

#x
# Cl5HSSi2

An isolated molecule of Cl5HSSi2 (wB97M-V/def2-TZVPD, the OMol25 dataset).

charge: 0
Kohn-Sham gap: 9.3 eV
structure (SMILES): S[Si](Cl)(Cl)[Si](Cl)(Cl)Cl

```
9
Cl5HSSi2 | the OMol25 dataset | wB97M-V/def2-TZVPD
Cl 3.09 -2.30 -0.26
Cl 1.15 3.12 -0.75
Cl 2.24 -0.18 2.19
Cl 4.76 0.40 0.31
Cl 2.36 0.71 -3.24
S -0.22 -0.53 -1.56
Si 2.91 -0.34 0.23
Si 1.53 0.63 -1.35
H -1.13 0.10 -1.06
```

***

Preferred: #x; penalty for the next structure: 0.667 eV.

***

#w
# C3H4P2

An isolated molecule of C3H4P2 (wB97M-V/def2-TZVPD, the OMol25 dataset).

charge: 0
Kohn-Sham gap: 8.1 eV
structure (SMILES): C=PC1=PC1

```
9
C3H4P2 | the OMol25 dataset | wB97M-V/def2-TZVPD
P -2.46 -0.43 -0.55
P 1.22 -0.03 -0.05
C 2.47 -1.22 -0.21
C -1.98 1.19 0.26
C -0.99 -0.01 0.12
H 2.43 -2.24 -0.33
H -2.25 1.42 1.32
H 3.42 -0.73 -0.23
H -1.87 2.05 -0.33
```

***

#x
# C3H4P2

A cluster of 2 separate species, C3H4P2 in total (wB97M-V/def2-TZVPD, the OMol25 dataset).

charge: 0
Kohn-Sham gap (spin up / spin down): 5.7 / 6.7 eV

```
9
C3H4P2 | the OMol25 dataset | wB97M-V/def2-TZVPD
P 2.66 -0.32 3.52
P 2.51 1.64 2.86
C 2.15 0.22 1.92
C 0.31 -0.42 1.10
C -0.11 0.19 -0.21
H 0.25 -1.59 1.12
H -0.09 -0.43 -1.13
H 0.28 1.18 -0.54
H -1.16 0.69 0.10
```

***

Preferred: #w; penalty for the next structure: 1.805 eV.

***

#w
# C4H10O2S

A cluster of 2 separate species, C4H10O2S in total (wB97M-V/def2-TZVPD, the OMol25 dataset).

charge: 0
Kohn-Sham gap: 10.0 eV
structure (SMILES): O=CCCCS.O

```
17
C4H10O2S | the OMol25 dataset | wB97M-V/def2-TZVPD
S -1.69 -2.20 -0.23
O 2.49 0.30 -3.45
O -2.87 2.71 4.83
C 1.74 0.14 -1.05
C 1.65 0.12 -2.56
C 0.41 -0.20 -0.32
C -0.05 -1.64 -0.80
H -2.83 3.37 4.07
H -3.75 2.96 5.22
H 0.73 -0.15 -2.98
H -1.58 -2.33 1.15
H 2.53 -0.66 -0.60
H 2.37 1.08 -0.74
H 0.90 -2.28 -0.76
H 0.59 -0.09 0.82
H -0.17 -1.60 -1.92
H -0.46 0.46 -0.68
```

***

#x
# C4H10O2S

A cluster of 2 separate species, C4H10O2S in total (wB97M-V/def2-TZVPD, the OMol25 dataset).

charge: 0
Kohn-Sham gap: 10.1 eV
structure (SMILES): O=CCCCS.O

```
17
C4H10O2S | the OMol25 dataset | wB97M-V/def2-TZVPD
S -1.62 -2.31 -0.22
O -2.71 2.79 4.66
O 2.56 0.66 -3.14
C 1.66 0.13 -0.98
C 0.34 -0.31 -0.35
C 1.65 0.27 -2.47
C -0.04 -1.72 -0.81
H -3.55 3.01 5.10
H 2.09 1.03 -0.57
H -0.47 0.34 -0.67
H 0.70 0.03 -3.00
H -2.70 3.38 3.89
H -0.17 -1.71 -1.89
H -1.39 -2.36 1.09
H 0.44 -0.27 0.72
H 2.42 -0.59 -0.69
H 0.81 -2.38 -0.68
```

***

Preferred: #x; penalty for the next structure: 1.234 eV.

***

#w
# C5H5N3

An isolated molecule of C5H5N3 (wB97M-V/def2-TZVPD, the OMol25 dataset).

charge: 0
Kohn-Sham gap: 9.0 eV
structure (SMILES): c1cc2[nH]ncn2c1

```
13
C5H5N3 | the OMol25 dataset | wB97M-V/def2-TZVPD
N 1.05 -1.90 1.51
N 0.69 -0.43 -0.11
N -0.08 -1.22 1.90
C -0.60 1.22 -0.84
C 1.53 -1.39 0.42
C -0.34 -0.28 0.79
C -1.13 0.77 0.41
C 0.52 0.46 -1.19
H -0.85 -1.75 2.36
H 1.25 0.26 -1.96
H -2.05 1.24 0.82
H 2.40 -1.63 -0.18
H -0.92 1.94 -1.47
```

***

#x
# C5H5N3

An isolated molecule of C5H5N3 (wB97M-V/def2-TZVPD, the OMol25 dataset).

charge: 0
Kohn-Sham gap: 9.4 eV
structure (SMILES): C=C1C=NC=NN=C1

```
13
C5H5N3 | the OMol25 dataset | wB97M-V/def2-TZVPD
N -1.02 0.73 -1.17
N 0.16 1.38 -0.96
N 1.60 -0.61 -0.54
C -1.34 0.02 -0.22
C 0.78 -1.14 0.27
C -0.86 -0.53 2.12
C 1.29 0.79 -0.71
C -0.50 -0.51 0.83
H 0.87 -2.17 0.56
H -1.74 0.00 2.41
H -0.31 -1.11 2.92
H 2.09 1.53 -0.56
H -2.29 -0.58 -0.40
```

***

#y
# C5H5N3

An isolated molecule of C5H5N3 (wB97M-V/def2-TZVPD, the OMol25 dataset).

charge: 0
Kohn-Sham gap: 9.8 eV
structure (SMILES): C1=Nn2nccc2C1

```
13
C5H5N3 | the OMol25 dataset | wB97M-V/def2-TZVPD
N 1.35 -1.51 -0.03
N 0.17 -0.94 0.01
N -1.04 -1.57 -0.04
C 0.18 0.40 -0.03
C -1.28 0.79 -0.05
C 1.48 0.84 0.00
C -1.92 -0.60 0.02
C 2.19 -0.44 0.01
H 1.82 1.88 0.05
H -3.01 -0.80 0.07
H -1.59 1.28 0.92
H -1.60 1.43 -0.91
H 3.26 -0.78 -0.04
```

***

Preferred: #w; penalty for the next structure: 0.201 eV.

***

#w
# C4H9FNO

A cluster of 2 separate species, C4H9FNO in total (wB97M-V/def2-TZVPD, the OMol25 dataset).

charge: +1
Kohn-Sham gap (spin up / spin down): 8.4 / 8.4 eV

```
16
C4H9FNO | the OMol25 dataset | wB97M-V/def2-TZVPD
F -0.71 2.21 0.79
O 0.18 0.30 -1.92
N -1.42 0.10 -0.31
C 0.09 -0.08 -0.64
C 0.78 -1.13 -0.02
C 0.58 1.82 0.63
C 0.27 -1.81 0.99
H 1.87 -1.21 -0.33
H 1.10 -2.51 1.30
H 0.87 -0.08 -2.39
H 1.21 1.38 1.35
H -0.71 -1.77 1.42
H -1.69 1.06 -0.58
H -1.49 -0.12 0.71
H -1.96 -0.57 -0.81
H 1.03 2.41 -0.19
```

***

#x
# C4H9FNO

The ion C4H9FNO with charge +1 (wB97M-V/def2-TZVPD, the OMol25 dataset).

charge: +1
Kohn-Sham gap: 12.1 eV
structure (SMILES): F[C@@H]1C[NH2+]CCO1

```
16
C4H9FNO | the OMol25 dataset | wB97M-V/def2-TZVPD
F 2.04 -1.53 0.50
O 0.17 -1.33 -0.77
N -0.15 1.20 -0.24
C 1.03 0.57 0.44
C -0.95 -1.11 0.08
C 1.33 -0.72 -0.34
C -1.39 0.36 -0.04
H -1.90 0.70 0.87
H -1.76 -1.77 -0.26
H 1.89 1.25 0.43
H -0.72 -1.38 1.12
H 1.94 -0.52 -1.23
H -0.30 2.16 0.08
H -2.03 0.53 -0.91
H 0.75 0.36 1.48
H 0.05 1.24 -1.24
```

***

Preferred: #x; penalty for the next structure: 3.767 eV.

***

#w
# CH4N2O2

An isolated molecule of CH4N2O2 (wB97M-V/def2-TZVPD, the OMol25 dataset).

charge: 0
Kohn-Sham gap (spin up / spin down): 9.0 / 8.9 eV

```
9
CH4N2O2 | the OMol25 dataset | wB97M-V/def2-TZVPD
O 0.48 -1.43 -0.70
O -1.82 0.55 0.72
N -0.68 -1.04 -0.31
N -0.78 0.12 0.23
C 0.89 0.74 0.09
H 1.69 0.17 0.56
H 0.70 1.65 0.65
H 1.01 0.90 -0.97
H -1.49 -1.68 -0.26
```

***

#x
# CH4N2O2

An isolated molecule of CH4N2O2 (wB97M-V/def2-TZVPD, the OMol25 dataset).

charge: 0
Kohn-Sham gap: 10.4 eV
structure (SMILES): NN(O)C=O

```
9
CH4N2O2 | the OMol25 dataset | wB97M-V/def2-TZVPD
O -0.07 0.76 -1.45
O -0.59 -1.64 0.96
N 0.58 0.77 0.67
N -0.38 0.26 -0.19
C -0.69 -1.04 -0.09
H -0.92 -1.53 -1.09
H 0.89 0.06 1.32
H 0.23 1.51 1.21
H 0.95 0.85 -1.34
```

***

#y
# CH4N2O2

An isolated molecule of CH4N2O2 (wB97M-V/def2-TZVPD, the OMol25 dataset).

charge: 0
Kohn-Sham gap: 10.1 eV
structure (SMILES): O/N=C/NO

```
9
CH4N2O2 | the OMol25 dataset | wB97M-V/def2-TZVPD
O -0.78 -0.09 1.67
O 1.51 1.28 -1.00
N 0.76 0.63 -0.07
N -0.69 -0.99 0.53
C -0.11 -0.17 -0.49
H -0.02 -0.16 2.38
H 1.29 1.07 -1.95
H -1.69 -1.20 0.44
H -0.27 -0.38 -1.52
```

***

#z
# CH4N2O2

An isolated molecule of CH4N2O2 (wB97M-V/def2-TZVPD, the OMol25 dataset).

charge: 0
Kohn-Sham gap: 10.4 eV

```
9
CH4N2O2 | the OMol25 dataset | wB97M-V/def2-TZVPD
O 0.98 -1.41 -1.11
O 1.18 -0.27 -0.24
N -0.89 -0.70 0.85
N -0.01 1.46 -0.03
C -0.21 0.23 0.36
H 1.06 0.79 -0.67
H -0.58 2.22 0.31
H 0.29 -1.87 -0.58
H -1.83 -0.45 1.12
```

***

Preferred: #x; penalty for the next structure: 1.708 eV.